1.
Formula: C2H3NO2S
Source: the OMol25 dataset
Level of theory: wB97M-V/def2-TZVPD

Element x y z (Å)
S1 1.60 -1.62 0.10
O1 0.95 1.73 -0.74
H1 -1.81 0.48 -0.51
C1 -1.79 -0.61 -0.17
H2 -2.00 -0.94 0.85
H3 -1.21 -1.26 -0.82
O2 2.00 1.43 1.06
N1 1.33 1.05 0.17
C2 0.93 -0.26 0.06

- LUMO (alpha / beta) (Ha) = -0.0569 / -0.0709
- Kohn-Sham gap (alpha / beta) (eV) = 7.53 / 7.11
- maximum force (eV/A) = 2.91
- ΔE to the lowest compared entry with this formula, charge and spin (eV) = 8.493

---

2.
Formula: C32H46N16
Source: the OMol25 dataset
Level of theory: wB97M-V/def2-TZVPD

Element x y z (Å)
H1 -8.75 7.08 -5.28
H2 -0.22 -4.97 11.42
H3 -1.64 4.62 2.44
H4 0.92 -4.08 7.28
N1 -4.63 1.28 -7.02
H5 -3.12 -0.11 -3.43
N2 -5.41 -2.30 -2.33
C1 -4.44 -2.89 -2.13
N3 0.75 -3.35 1.13
H6 9.74 -0.88 -1.16
C2 4.58 -3.13 3.98
C3 -7.76 6.87 -5.66
N4 -1.67 1.46 2.48
H7 -3.12 -4.44 -2.59
H8 -1.19 -1.29 2.53
C4 1.52 2.05 -2.23
C5 -3.67 0.60 -2.83
C6 -3.94 3.48 0.23
H9 5.37 -3.88 3.93
C7 0.80 -3.63 6.29
N5 7.92 -1.66 1.29
H10 1.44 1.61 -1.24
H11 -3.36 4.13 2.57
N6 -0.23 5.29 -0.84
C8 -1.15 5.96 -0.29
C9 -2.04 2.55 2.40
H12 -1.31 -2.80 3.45
C10 4.05 -3.06 5.34
H13 -6.74 3.25 -5.76
C11 -0.25 -4.51 10.43
N7 -5.00 3.18 -0.08
H14 5.09 -4.80 -1.42
H15 5.73 -5.23 0.18
C12 2.74 1.57 -2.89
C13 8.49 -1.73 0.29
H16 -3.23 -4.04 -0.87
H17 1.55 3.13 -2.14
N8 -5.08 5.82 -7.48
H18 10.39 -5.77 2.40
H19 -1.90 3.35 0.01
C14 -2.54 5.48 0.05
C15 -4.10 5.26 -7.29
C16 -2.86 4.54 -7.03
C17 5.27 -4.44 -0.40
N9 3.69 1.19 -3.40
H20 1.66 -2.98 6.08
H21 -7.25 7.82 -5.86
H22 -7.84 6.32 -6.59
N10 3.63 -3.00 6.40
C18 -7.00 6.10 -4.68
H23 -3.22 5.63 -0.80
C19 -1.28 -2.38 2.45
N11 1.66 -5.47 8.95
C20 -2.76 1.57 -2.23
H24 4.99 -2.16 3.69
H25 -0.14 -3.44 10.53
C21 10.26 -4.81 0.54
H26 11.50 -4.41 2.18
C22 -0.43 -2.84 6.24
H27 3.79 -3.40 3.28
N12 -6.40 5.49 -3.91
H28 -2.21 -2.61 1.93
C23 -3.21 -3.63 -1.88
C24 -2.41 3.93 2.06
C25 9.23 -1.82 -0.96
H29 -0.56 4.34 -1.01
C26 -6.79 2.17 -5.85
C27 -0.14 -2.92 1.71
H30 -2.35 -2.97 -1.97
H31 -7.67 1.89 -6.43
H32 -4.21 0.07 -2.05
H33 -1.22 -4.73 9.97
H34 -2.95 6.10 0.85
C28 4.01 -4.03 0.21
C29 10.50 -4.78 1.98
C30 -2.59 4.02 0.52
N13 -2.04 2.33 -1.76
N14 -1.39 -2.21 6.13
H35 9.78 -4.11 2.45
H36 -4.39 1.12 -3.46
C31 -5.58 1.67 -6.51
H37 9.96 -2.61 -0.89
H38 -2.75 3.73 -7.75
C32 0.82 -5.06 9.60
H39 0.75 -4.42 5.54
H40 -0.94 7.02 -0.08
H41 8.54 -2.03 -1.78
N15 3.01 -3.71 0.69
H42 -2.87 4.13 -6.03
H43 -6.87 1.73 -4.86
N16 10.07 -4.85 -0.59
H44 5.95 -3.58 -0.44
H45 0.65 1.76 -2.82
H46 -2.01 5.22 -7.13

- LUMO (Ha) = 0.0137
- Kohn-Sham gap (eV) = 10.65
- maximum force (eV/A) = 2.23

---

3.
Formula: C4H11O4
Source: the OMol25 dataset
Level of theory: wB97M-V/def2-TZVPD

Element x y z (Å)
O1 -0.91 1.42 -0.84
O2 -2.90 0.50 -0.32
H1 2.07 -0.48 0.98
C1 -0.86 -0.51 0.52
O3 2.65 -0.50 1.75
C2 0.85 -2.48 0.35
H2 0.28 -3.37 0.61
H3 -0.25 0.11 1.18
H4 1.16 2.23 -1.84
C3 -1.66 0.56 -0.32
H5 -0.79 -1.90 -1.02
H6 0.91 2.47 -0.32
H7 1.15 -2.04 1.29
H8 1.66 -2.64 -0.35
O4 1.59 2.31 -0.98
H9 0.64 -0.82 -0.96
C4 -0.05 -1.43 -0.37
H10 -1.65 -1.08 1.02
H11 2.24 0.07 2.40

- total charge = -1
- LUMO (Ha) = 0.1320
- Kohn-Sham gap (eV) = 7.88
- maximum force (eV/A) = 1.82
- ΔE to the lowest compared entry with this formula, charge and spin (eV) = 0.621

---

4.
Formula: C23H29BrCoO4
Source: the OMol25 dataset
Level of theory: wB97M-V/def2-TZVPD

Element x y z (Å)
H1 -5.01 3.89 -1.22
C1 3.81 -2.86 3.45
C2 1.75 -2.95 1.52
H2 -3.50 3.78 -0.33
C3 -2.82 -0.20 -1.41
C4 1.45 -2.87 2.90
H3 0.97 -2.82 6.72
H4 0.38 -3.70 5.30
C5 0.85 2.20 -1.27
O1 0.71 -0.84 -1.56
C6 -1.62 1.89 -1.27
H5 -5.18 0.47 -2.58
H6 2.99 2.30 -1.13
H7 -4.41 1.82 -3.43
C7 3.13 -3.00 1.11
H8 5.17 -2.95 1.86
C8 3.47 -3.09 -0.27
O2 2.60 -3.27 -1.17
C9 0.73 3.09 -0.03
H9 -3.50 3.82 -2.11
Co1 0.79 -2.76 -1.21
C10 -2.84 1.21 -1.31
H10 -0.18 3.70 -0.03
C11 2.23 1.52 -1.21
C12 -0.37 1.28 -1.34
H11 2.31 0.87 -0.34
C13 2.45 -2.84 3.85
H12 4.96 -2.06 -1.34
O3 0.75 -2.96 0.70
C14 -4.02 3.44 -1.23
C15 4.88 -2.98 -0.76
C16 -1.62 -0.83 -1.50
H13 0.40 -2.84 3.16
H14 -3.73 -0.78 -1.41
C17 -4.17 1.92 -1.27
O4 2.24 -2.79 5.16
H15 -5.91 2.08 -2.54
C18 4.12 -2.93 2.13
H16 1.68 3.77 -2.52
Br1 -1.57 -2.75 -1.73
H17 0.89 2.48 -3.44
H18 -1.64 2.96 -1.18
H19 2.44 0.94 -2.10
H20 0.36 -1.91 5.32
H21 5.08 -3.80 -1.45
C19 -4.94 1.46 -0.01
H22 -5.14 0.39 -0.03
H23 5.63 -2.97 0.02
H24 -5.90 1.98 0.03
H25 -4.38 1.70 0.89
C20 -4.97 1.54 -2.53
C21 0.90 -2.81 5.64
H26 0.73 2.49 0.88
H27 4.57 -2.82 4.21
H28 -0.09 3.68 -2.59
H29 1.58 3.77 0.01
C22 -0.35 -0.16 -1.48
C23 0.83 3.09 -2.54

- 2S+1 = 5
- total charge = +1
- LUMO (alpha / beta) (Ha) = -0.0935 / -0.2167
- Kohn-Sham gap (alpha / beta) (eV) = 8.26 / 4.93
- maximum force (eV/A) = 1.56
- ⟨S²⟩ = 6.036
- ΔE to the lowest compared entry with this formula, charge and spin (eV) = 0.000

---

5.
Formula: C3H9NO4S2
Source: the OMol25 dataset
Level of theory: wB97M-V/def2-TZVPD

Element x y z (Å)
C1 -0.63 -1.50 -0.66
O1 -0.15 -0.54 2.34
H1 -0.09 -1.70 -1.61
O2 0.92 1.64 1.59
C2 -0.24 0.19 -0.31
H2 -1.55 1.84 -0.67
H3 0.77 2.76 -0.55
O3 0.25 2.35 -1.31
H4 0.77 -2.14 0.52
H5 -1.79 -1.55 -0.77
S1 -1.75 0.94 0.17
H6 -0.70 0.11 2.69
S2 0.77 0.24 1.18
H7 -0.61 -2.14 1.29
H8 0.19 0.65 -2.37
O4 1.96 -0.43 0.85
C3 0.48 0.92 -1.40
N1 -0.19 -2.34 0.35
H9 1.60 0.72 -1.32

- LUMO (Ha) = 0.0150
- Kohn-Sham gap (eV) = 9.48
- maximum force (eV/A) = 3.57
- ΔE to the lowest compared entry with this formula, charge and spin (eV) = 1.583

---

6.
Formula: C36H29ClCuN5O3S3
Source: the OMol25 dataset
Level of theory: wB97M-V/def2-TZVPD

Element x y z (Å)
H1 -6.02 1.95 -2.11
H2 0.63 4.25 0.11
C1 3.38 -0.99 1.10
C2 -3.10 0.81 1.59
H3 0.77 5.15 1.67
C3 -0.14 -3.16 -0.96
C4 2.28 -0.55 -5.12
C5 -2.19 2.33 -1.56
C6 1.37 2.34 -2.77
H4 3.73 -4.88 1.43
C7 1.65 1.42 -3.93
C8 -2.36 0.39 2.81
H5 3.47 -1.41 -0.89
C9 1.94 -3.53 4.55
C10 0.23 -1.67 0.86
S1 1.73 1.86 -1.19
C11 -0.98 -0.36 5.11
C12 -4.95 2.06 -1.96
N1 3.41 -2.34 1.34
N2 3.68 -0.71 -0.20
C13 -0.96 0.52 2.83
H6 2.65 -1.57 -5.13
C14 3.01 -3.12 2.44
N3 0.84 3.49 -3.12
O1 -0.69 3.73 -5.14
H7 0.38 -3.80 1.03
H8 -1.13 2.46 -1.37
Cl1 -0.79 -2.21 -3.42
S2 0.70 3.63 -4.75
H9 0.45 -1.47 1.90
O2 1.59 4.63 -5.26
C15 -2.77 2.76 -2.72
C16 -4.38 1.62 -0.75
H10 1.42 -3.14 5.42
C17 -0.06 3.18 1.85
H11 2.38 -0.34 -2.96
C18 -4.16 2.61 -2.93
H12 -0.20 -4.15 -1.39
H13 3.75 -2.89 0.57
C19 -0.30 -0.78 -1.18
H14 -4.59 2.95 -3.86
C20 3.23 -4.50 2.31
H15 1.81 -5.58 5.19
C21 -3.05 -0.10 3.92
C22 1.45 1.36 -6.34
H16 -5.09 0.25 2.27
S3 3.08 0.22 2.19
C23 -2.99 1.74 -0.54
H17 2.98 -6.43 3.17
C24 -4.51 0.67 1.46
C25 2.37 -2.64 3.57
C26 2.15 -4.90 4.42
N4 -2.39 1.32 0.60
C27 -0.39 -2.05 -1.74
C28 2.80 -5.37 3.29
H18 -2.91 -0.86 5.92
C29 -2.37 -0.48 5.07
C30 2.14 0.12 -3.91
Cu1 -0.20 1.29 1.13
H19 -6.20 0.94 0.20
C31 0.18 -2.97 0.37
H20 1.89 3.81 1.23
H21 -0.46 0.11 -1.78
C32 1.31 2.01 -5.13
C33 -5.13 1.06 0.31
H22 2.19 -1.58 3.69
H23 0.78 0.24 4.06
C34 0.86 4.18 1.18
C35 -0.30 0.13 4.00
C36 1.94 0.06 -6.32
H24 3.42 0.22 -0.51
O3 -0.75 3.53 2.78
N5 0.01 -0.60 0.10
H25 -0.44 -0.65 6.00
H26 2.06 -0.48 -7.25
H27 -4.13 -0.19 3.92
H28 1.17 1.85 -7.27
H29 -2.15 3.21 -3.49

- 2S+1 = 2
- total charge = -1
- LUMO (alpha / beta) (Ha) = 0.0743 / 0.0741
- Kohn-Sham gap (alpha / beta) (eV) = 5.80 / 6.44
- maximum force (eV/A) = 0.46
- ⟨S²⟩ = 0.756
- ΔE to the lowest compared entry with this formula, charge and spin (eV) = 0.603